No. 1
Below is a molecular structure, C59H54As2N3O5Sr, with properties calculated with the ωB97M-V functional and the def2-TZVPD basis.

XYZ file:
```
124
Properties=species:S:1:pos:R:3:lowdin_charge:R:1
Sr -0.047 -0.613 -0.662 1.37
C 1.844 4.128 0.307 -0.07
O 2.439 2.953 0.852 0.01
C 1.438 2.053 0.968 -0.33
N 0.260 2.445 0.698 0.19
C 0.332 3.886 0.492 -0.24
C -0.291 4.471 1.744 -0.17
C -1.676 4.531 1.833 -0.03
C -2.286 4.964 2.996 -0.07
C -1.518 5.329 4.089 -0.08
C -0.139 5.247 4.014 -0.07
C 0.473 4.813 2.851 -0.03
C 1.798 0.712 1.401 -0.18
C 3.073 0.455 1.889 0.05
C 3.372 -0.841 2.275 0.01
C 2.427 -1.825 2.065 0.05
C 1.207 -1.468 1.484 -0.25
N 0.874 -0.222 1.253 -0.04
C 0.305 -2.548 1.125 -0.34
N -0.664 -2.537 0.311 0.01
C -1.219 -3.883 0.232 -0.20
C -0.292 -4.686 1.173 -0.06
O 0.578 -3.713 1.730 0.04
C -1.310 -4.423 -1.183 -0.16
C -1.667 -3.608 -2.251 -0.04
C -1.669 -4.098 -3.547 -0.05
C -1.354 -5.423 -3.789 -0.07
C -1.087 -6.264 -2.723 -0.07
C -1.071 -5.771 -1.431 -0.04
H 2.234 5.001 0.827 0.13
H 2.106 4.181 -0.757 0.13
H -0.236 4.181 -0.392 0.12
H -2.278 4.216 0.991 0.10
H -3.363 5.005 3.052 0.10
H -1.988 5.656 5.003 0.11
H 0.468 5.515 4.865 0.11
H 1.549 4.726 2.824 0.11
H 3.793 1.254 1.950 0.13
H 4.334 -1.088 2.700 0.12
H 2.619 -2.859 2.295 0.13
H -2.238 -3.832 0.643 0.14
H 0.331 -5.410 0.641 0.13
H -0.831 -5.183 1.982 0.14
H -1.919 -2.565 -2.091 0.08
H -1.915 -3.434 -4.364 0.10
H -1.322 -5.805 -4.797 0.11
H -0.884 -7.310 -2.889 0.11
H -0.879 -6.455 -0.617 0.11
C -3.871 0.493 -2.034 -0.42
C -4.152 1.143 -0.685 -0.44
As -2.946 0.562 0.797 1.29
C -3.774 1.660 2.226 -0.41
C -4.886 2.481 2.070 -0.11
C -5.465 3.099 3.167 -0.09
C -4.948 2.905 4.437 -0.09
C -3.819 2.118 4.603 -0.08
C -3.239 1.508 3.506 -0.14
C -4.030 -1.041 1.192 -0.37
C -3.999 -2.044 0.229 -0.16
C -4.783 -3.179 0.345 -0.09
C -5.605 -3.339 1.447 -0.08
C -5.622 -2.364 2.429 -0.07
C -4.846 -1.222 2.305 -0.08
As -1.948 0.559 -2.613 1.30
C -2.138 2.451 -3.183 -0.37
C -2.148 3.397 -2.160 -0.16
C -2.372 4.735 -2.438 -0.08
C -2.593 5.142 -3.745 -0.09
C -2.541 4.216 -4.774 -0.08
C -2.314 2.876 -4.498 -0.09
C -2.223 -0.258 -4.390 -0.39
C -3.443 -0.264 -5.070 -0.11
C -3.550 -0.838 -6.326 -0.08
C -2.441 -1.405 -6.930 -0.08
C -1.225 -1.401 -6.267 -0.08
C -1.115 -0.834 -5.007 -0.13
H -4.489 1.004 -2.788 0.07
H -4.156 -0.565 -2.022 0.06
H -5.191 0.926 -0.399 0.08
H -4.046 2.229 -0.787 0.05
H -5.320 2.639 1.092 0.09
H -6.332 3.728 3.029 0.11
H -5.426 3.359 5.292 0.11
H -3.402 1.974 5.588 0.11
H -2.361 0.878 3.626 0.10
H -3.328 -1.938 -0.619 0.06
H -4.748 -3.938 -0.425 0.11
H -6.228 -4.216 1.538 0.11
H -6.250 -2.492 3.298 0.11
H -4.887 -0.472 3.086 0.09
H -1.953 3.041 -1.148 0.07
H -2.377 5.458 -1.637 0.11
H -2.798 6.178 -3.964 0.11
H -2.665 4.537 -5.798 0.11
H -2.274 2.155 -5.309 0.10
H -4.317 0.198 -4.626 0.09
H -4.503 -0.838 -6.833 0.11
H -2.529 -1.845 -7.911 0.11
H -0.361 -1.847 -6.736 0.11
H -0.177 -0.851 -4.460 0.08
C 2.337 -3.235 -2.520 0.04
C 1.564 -2.123 -1.836 -0.73
O 0.519 -1.713 -2.387 -0.26
O 1.999 -1.663 -0.773 -0.13
H 2.910 -2.816 -3.345 0.09
H 1.638 -3.963 -2.923 0.08
H 3.015 -3.696 -1.808 0.09
C 3.637 0.534 -2.214 0.02
C 2.315 1.209 -2.447 -0.34
O 1.336 0.986 -1.750 -0.10
C 2.233 2.209 -3.535 -0.15
C 3.159 2.304 -4.575 -0.02
C 3.011 3.287 -5.536 -0.06
C 1.966 4.195 -5.462 -0.05
C 1.038 4.101 -4.437 -0.05
C 1.160 3.102 -3.493 -0.02
H 3.609 -0.037 -1.290 0.08
H 4.450 1.256 -2.178 0.10
H 3.831 -0.161 -3.030 0.10
H 3.984 1.613 -4.644 0.11
H 3.725 3.348 -6.342 0.11
H 1.885 4.983 -6.194 0.11
H 0.215 4.796 -4.372 0.10
H 0.449 3.000 -2.682 0.09
```

Summary:
**Charge**: +1

No. 2
Below is a single C5H9NO2 molecule, with properties calculated with the ωB97M-V functional and the def2-TZVPD basis.

XYZ file:
```
17
Properties=species:S:1:pos:R:3:lowdin_charge:R:1
C 1.993 0.546 -0.894 0.01
C 1.190 -0.683 -0.572 -0.46
O 0.451 0.151 1.527 -0.12
O 1.660 -1.785 -0.460 0.11
H 0.661 0.858 2.153 0.07
H 2.444 0.415 -1.881 0.09
H 2.791 0.636 -0.158 0.10
H 1.407 1.461 -0.883 0.07
C -0.839 0.622 0.615 -0.30
C -1.043 -1.420 -0.982 0.14
C -2.101 0.559 1.133 -0.09
N -0.276 -0.483 -0.590 0.01
H -0.560 1.553 0.133 0.10
H -0.634 -2.400 -1.216 0.11
H -2.115 -1.227 -0.977 0.10
H -2.390 -0.284 1.750 0.03
H -2.639 1.481 1.302 0.02
```

Summary:
**ΔE to the lowest compared entry with this formula, charge and spin**: 463.79 kJ/mol
**Charge**: 0

No. 3
Below is a molecular structure, C32H32N3O7SSbY, with properties calculated with the ωB97M-V functional and the def2-TZVPD basis.

XYZ file:
```
77
Properties=species:S:1:pos:R:3:lowdin_charge:R:1
Y 0.694 1.486 0.165 1.35
O 1.572 1.411 6.410 0.18
C 1.373 1.375 5.233 -0.24
C 2.305 0.773 4.168 -0.31
O 3.397 0.294 4.359 0.12
C 1.614 0.993 2.899 -0.34
C 0.440 1.697 3.066 -0.31
O -0.264 2.056 2.020 -0.19
C 0.181 1.997 4.483 -0.29
O -0.720 2.630 4.969 0.14
O 2.031 0.681 1.686 -0.22
C -0.240 -4.741 3.463 -0.07
C 0.093 -3.422 3.734 -0.06
C -0.158 -2.438 2.788 -0.12
C -0.747 -2.772 1.571 -0.39
C -1.071 -4.099 1.300 -0.14
C -0.819 -5.080 2.247 -0.07
Sb -1.091 -1.235 0.173 1.58
C -0.815 -2.398 -1.611 -0.37
C -1.806 -2.501 -2.585 -0.12
C -1.597 -3.266 -3.731 -0.09
C -0.396 -3.945 -3.909 -0.09
C 0.598 -3.853 -2.937 -0.08
C 0.391 -3.076 -1.805 -0.13
C -3.196 -1.099 0.077 -0.40
C -4.031 -2.064 0.633 -0.11
C -5.407 -1.953 0.496 -0.07
C -5.954 -0.882 -0.197 -0.07
C -5.127 0.086 -0.748 -0.08
C -3.750 -0.020 -0.608 -0.15
H -0.042 -5.509 4.198 0.11
H 0.553 -3.159 4.677 0.11
H 0.116 -1.411 3.004 0.08
H -1.511 -4.377 0.348 0.10
H -1.071 -6.112 2.037 0.11
H -2.762 -2.009 -2.442 0.10
H -2.385 -3.359 -4.468 0.11
H -0.246 -4.565 -4.784 0.11
H 1.523 -4.404 -3.056 0.11
H 1.167 -3.030 -1.047 0.11
H -3.615 -2.896 1.188 0.09
H -6.054 -2.699 0.938 0.11
H -7.028 -0.797 -0.300 0.11
H -5.554 0.928 -1.277 0.11
H -3.112 0.751 -1.031 0.08
O 1.155 0.373 -1.969 -0.12
C 0.098 0.872 -2.456 -0.67
O -0.623 1.689 -1.844 -0.08
C -0.321 0.431 -3.852 -0.15
N 0.534 -0.748 -4.218 0.10
C 1.245 -0.438 -5.507 -0.08
C 1.346 1.077 -5.477 -0.13
C -0.017 1.495 -4.923 -0.09
H -1.367 0.135 -3.829 0.16
H 0.002 -1.625 -4.253 0.12
H 1.211 -0.828 -3.441 0.15
H 0.614 -0.787 -6.323 0.14
H 2.191 -0.971 -5.528 0.14
H 1.545 1.490 -6.463 0.13
H 2.151 1.388 -4.808 0.13
H -0.777 1.455 -5.703 0.13
H -0.029 2.495 -4.497 0.13
S 2.184 3.675 -0.434 0.61
C 2.629 4.153 1.178 -0.78
N 2.239 5.342 1.618 0.04
C 2.529 5.860 2.958 -0.14
C 2.778 4.697 3.903 -0.13
C 3.809 3.765 3.294 -0.12
N 3.376 3.380 1.948 0.05
H 1.676 5.883 0.984 0.13
H 1.671 6.447 3.279 0.13
H 3.398 6.520 2.913 0.13
H 1.843 4.162 4.080 0.11
H 3.133 5.068 4.863 0.13
H 3.932 2.854 3.877 0.12
H 4.784 4.254 3.229 0.13
H 3.585 2.451 1.606 0.13
```

Summary:
**ΔE to the lowest compared entry with this formula, charge and spin**: 9.42 kJ/mol
**Charge**: +1

No. 4
Below is a molecular structure, C36H61KN8O4PSSeSi, with properties calculated with the ωB97M-V functional and the def2-TZVPD basis.

XYZ file:
```
114
Properties=species:S:1:pos:R:3:lowdin_charge:R:1
K -0.093 1.684 0.357 0.67
C 0.316 2.115 4.514 -0.04
C 0.599 3.342 3.676 -0.39
C 1.154 4.474 4.248 -0.09
C 1.368 5.582 3.414 -0.10
C 1.038 5.525 2.084 -0.05
C 0.453 4.332 1.532 -0.48
N 0.261 3.257 2.380 0.03
N 0.096 4.161 0.257 -0.17
Si 0.236 5.202 -1.070 0.31
C -0.439 4.295 -2.558 -0.20
C -0.697 6.825 -0.939 -0.19
C 2.029 5.623 -1.499 -0.19
H -0.720 2.131 4.869 0.08
H 0.973 2.063 5.386 0.07
H 0.443 1.212 3.911 0.05
H 1.414 4.497 5.299 0.09
H 1.793 6.491 3.828 0.10
H 1.206 6.375 1.427 0.08
H -1.456 3.921 -2.374 0.01
H 0.190 3.428 -2.812 0.01
H -0.472 4.955 -3.444 0.03
H -1.765 6.626 -0.769 0.03
H -0.603 7.425 -1.854 0.02
H -0.339 7.431 -0.095 0.01
H 2.525 4.747 -1.944 0.02
H 2.603 5.911 -0.603 0.02
H 2.093 6.450 -2.221 0.02
N -3.841 1.203 1.724 0.11
C -3.695 -0.142 2.125 -0.35
C -4.767 -1.032 2.038 -0.06
C -4.588 -2.377 2.329 -0.06
C -3.336 -2.854 2.734 -0.29
C -2.284 -1.965 2.864 -0.06
C -2.460 -0.620 2.556 -0.03
S -3.100 -4.610 2.976 0.40
O -4.092 -4.983 3.965 -0.35
O -3.357 -5.166 1.649 -0.36
O -1.718 -4.724 3.410 -0.35
H -4.768 1.576 1.807 0.08
H -3.146 1.834 2.082 0.08
H -5.741 -0.661 1.724 0.11
H -5.410 -3.083 2.246 0.12
H -1.331 -2.345 3.221 0.10
H -1.644 0.085 2.651 0.09
C 3.138 2.425 0.103 -0.09
N 2.958 1.436 1.176 -0.29
C 3.497 1.825 2.474 -0.08
P 2.567 -0.107 0.723 0.49
O 1.280 -0.172 -0.017 -0.41
N 3.824 -0.604 -0.234 -0.28
C 5.190 -0.132 -0.094 -0.12
C 3.688 -1.912 -0.878 -0.10
N 2.539 -1.070 2.045 -0.28
C 1.276 -1.477 2.671 -0.07
C 3.746 -1.534 2.709 -0.10
H 2.498 3.295 0.256 0.06
H 2.889 1.966 -0.857 0.09
H 4.178 2.766 0.058 0.09
H 2.981 2.715 2.844 0.07
H 4.569 2.057 2.406 0.08
H 3.357 1.026 3.202 0.07
H 5.233 0.734 0.570 0.06
H 5.595 0.167 -1.066 0.09
H 5.844 -0.913 0.312 0.08
H 2.639 -2.201 -0.916 0.03
H 4.237 -2.688 -0.332 0.09
H 4.077 -1.876 -1.899 0.09
H 0.440 -1.219 2.026 0.06
H 1.139 -0.997 3.647 0.08
H 1.261 -2.558 2.819 0.10
H 4.637 -1.104 2.248 0.07
H 3.821 -2.625 2.657 0.09
H 3.740 -1.251 3.767 0.08
C -0.267 -0.963 -6.150 -0.11
C -0.075 -2.235 -5.324 -0.25
C 1.140 -2.177 -4.396 -0.18
C 0.970 -1.210 -3.224 -0.15
N -0.090 -1.633 -2.316 -0.02
C -1.253 -0.950 -2.071 -0.69
Se -1.708 0.706 -2.748 0.66
N -1.925 -1.666 -1.132 0.01
C -3.252 -1.341 -0.588 -0.15
C -4.405 -1.603 -1.546 -0.18
C -4.577 -3.064 -1.981 -0.23
C -3.608 -3.513 -3.086 -0.10
C -1.156 -2.764 -0.713 -0.14
C -1.370 -3.714 0.271 0.01
C -0.374 -4.665 0.459 -0.05
C 0.784 -4.666 -0.323 -0.07
C 0.992 -3.702 -1.305 -0.05
C -0.001 -2.748 -1.475 -0.17
H -1.080 -1.088 -6.872 0.07
H 0.645 -0.719 -6.708 0.07
H -0.524 -0.111 -5.514 0.03
H 0.042 -3.089 -5.994 0.10
H -0.973 -2.421 -4.724 0.10
H 2.021 -1.859 -4.964 0.11
H 1.343 -3.178 -4.008 0.10
H 0.706 -0.218 -3.574 0.07
H 1.896 -1.129 -2.655 0.10
H -3.250 -0.295 -0.297 0.09
H -3.372 -1.942 0.308 0.09
H -4.288 -0.968 -2.425 0.08
H -5.310 -1.268 -1.027 0.11
H -5.596 -3.183 -2.353 0.10
H -4.474 -3.722 -1.110 0.11
H -3.609 -2.792 -3.910 0.07
H -3.901 -4.487 -3.488 0.07
H -2.583 -3.611 -2.720 0.06
H -2.232 -3.714 0.937 0.05
H -0.506 -5.385 1.261 0.10
H 1.546 -5.417 -0.147 0.10
H 1.906 -3.683 -1.888 0.09
```

Summary:
**ΔE to the lowest compared entry with this formula, charge and spin**: 86.23 kJ/mol
**Charge**: -1

Number 1: LUMO -2.7 eV, HOMO-LUMO gap 7.95 eV. Number 2: LUMO -0.5 eV, HOMO-LUMO gap 6.73 eV. Number 3: LUMO -2.4 eV, HOMO-LUMO gap 7.90 eV. Number 4: LUMO 1.8 eV, HOMO-LUMO gap 6.78 eV.